Entry 1:
ORCA calculation (ωB97M-V/def2-TZVPD) on C32H46InN8O13P2S4 as an isolated structure.

As for the orbital gap: 7.919 eV. Its HOMO energy is -0.210 hartree. The calculation puts the energy above the lowest of the compared OMol25 structures with the same formula, charge and spin at 0.000 eV.

```
! RIJCOSX wB97M-V def2-TZVPD def2/J DEFGRID3
* xyz -1 1
In -0.636 -0.358 -0.541
C -2.105 3.032 -6.258
C -1.803 1.652 -5.733
C -2.792 0.679 -5.642
C -2.540 -0.542 -5.028
C -1.282 -0.786 -4.491
C -0.264 0.154 -4.627
C -0.526 1.352 -5.264
S -1.027 -2.193 -3.452
O -1.873 -3.244 -3.991
O 0.393 -2.437 -3.411
N -1.536 -1.802 -1.973
C -3.014 -1.665 -1.894
C -3.444 -1.443 -0.454
O -4.482 -1.983 -0.049
O -2.692 -0.672 0.241
H -3.107 3.084 -6.686
H -1.383 3.341 -7.018
H -2.051 3.741 -5.427
H -3.783 0.887 -6.031
H -3.300 -1.309 -4.966
H 0.712 -0.068 -4.212
H 0.266 2.089 -5.368
H -3.513 -2.556 -2.260
H -3.375 -0.798 -2.460
O 0.902 1.313 -0.122
S 1.715 1.114 -1.336
O 3.139 1.053 -1.121
O 1.143 -0.037 -2.058
C 1.442 2.544 -2.384
C 2.562 2.997 -3.074
C 2.473 4.089 -3.919
C 1.260 4.741 -4.080
C 0.136 4.293 -3.406
C 0.205 3.195 -2.556
S -1.361 2.776 -1.753
O -2.385 3.310 -2.622
O -1.293 3.356 -0.437
O -1.385 1.287 -1.783
H 3.500 2.480 -2.922
H 3.354 4.434 -4.448
H 1.190 5.599 -4.736
H -0.825 4.774 -3.532
C 2.184 -1.099 5.547
N 2.937 -0.437 4.498
C 4.147 -1.176 4.122
P 2.220 0.362 3.206
O 2.534 -0.186 1.889
O 0.660 0.258 3.651
P -0.769 0.769 3.095
O -1.013 0.789 1.643
N -0.859 2.293 3.733
C -1.198 2.451 5.137
C -1.261 3.418 2.881
N -1.810 -0.201 3.932
C -3.111 -0.447 3.286
C -1.414 -1.263 4.841
N 2.653 1.943 3.392
C 2.318 2.609 4.646
C 2.663 2.832 2.225
H 2.848 -1.267 6.398
H 1.781 -2.071 5.234
H 1.363 -0.472 5.885
H 4.819 -1.226 4.982
H 4.663 -0.675 3.305
H 3.915 -2.196 3.796
H -0.986 1.542 5.699
H -2.260 2.688 5.261
H -0.615 3.268 5.572
H -1.108 3.186 1.832
H -0.665 4.300 3.137
H -2.318 3.663 3.034
H -3.227 0.146 2.384
H -3.922 -0.226 3.985
H -3.186 -1.488 2.974
H -0.462 -1.050 5.305
H -1.333 -2.222 4.316
H -2.167 -1.359 5.627
H 2.405 1.912 5.480
H 1.305 3.022 4.626
H 3.027 3.423 4.811
H 3.003 2.285 1.347
H 3.359 3.648 2.427
H 1.676 3.252 2.008
C -2.745 -4.154 1.292
N -1.709 -4.284 0.270
C -1.769 -5.184 -0.777
C -0.642 -5.046 -1.485
N 0.119 -4.063 -0.866
C -0.572 -3.557 0.200
S -0.183 -2.273 1.253
C 1.438 -3.696 -1.301
C 2.147 -4.558 -2.134
C 3.408 -4.160 -2.531
C 3.919 -2.952 -2.077
C 3.133 -2.186 -1.236
N 1.910 -2.560 -0.859
H -3.079 -5.154 1.568
H -3.577 -3.557 0.913
H -2.312 -3.657 2.151
H -2.629 -5.811 -0.941
H -0.353 -5.498 -2.414
H 1.731 -5.492 -2.477
H 3.989 -4.794 -3.189
H 4.901 -2.607 -2.376
H 3.468 -1.229 -0.846
*
```

Atomic partial charges in e from the Löwdin method, atoms 1 to 2: 0.71, -0.04

---

Entry 2:
ORCA calculation (ωB97M-V/def2-TZVPD) on a 2-piece molecular cluster, C9H14O overall.

As for the orbital gap (alpha / beta): 2.935 / 7.507 eV. Its HOMO energy (alpha / beta) is 0.038 / -0.139 hartree. The calculation puts the energy above the lowest of the compared OMol25 structures with the same formula, charge and spin at 0.652 eV.

```
! RIJCOSX wB97M-V def2-TZVPD def2/J DEFGRID3
* xyz -1 2
C -0.005 -1.852 3.592
C 0.794 -0.503 3.565
H -0.814 -1.892 4.314
H -0.396 -2.073 2.596
H 0.789 -2.599 3.716
H 0.257 0.136 2.861
H 0.772 -0.143 4.589
H 1.780 -0.708 3.161
C 0.397 -2.082 -2.535
C -1.335 0.576 -0.348
C -1.043 -0.586 -1.120
C -0.416 1.623 -0.432
C 0.213 -0.857 -1.685
C 0.878 1.382 -0.925
C 1.176 0.132 -1.480
O -0.770 2.925 -0.125
H -2.318 0.679 0.093
H -1.842 -1.331 -1.101
H -1.705 2.863 0.068
H 1.577 2.184 -0.730
H -0.483 -2.051 -3.195
H 0.378 -3.056 -2.062
H 2.176 -0.012 -1.881
H 1.321 -1.980 -3.101
*
```

Atomic partial charges in e from the natural (NBO) method, atoms 1 to 2: -0.64, -0.64

---

Entry 3:
ORCA calculation (ωB97M-V/def2-TZVPD) on a 8-piece molecular cluster, C20H38Cl6O6 overall.

As for the orbital gap (alpha / beta): 6.257 / 2.716 eV. Its HOMO energy (alpha / beta) is -0.418 / -0.418 hartree.

```
! RIJCOSX wB97M-V def2-TZVPD def2/J DEFGRID3
* xyz 1 2
C 0.612 -0.131 0.089
Cl 0.280 -1.853 -0.216
Cl 2.355 0.026 0.463
Cl -0.382 0.534 1.391
H 0.499 0.367 -0.874
C -3.434 -0.983 3.062
Cl -5.055 -1.244 2.207
Cl -2.572 -2.513 2.808
Cl -3.771 -0.612 4.788
H -2.998 -0.125 2.551
C -3.763 5.046 3.454
C -2.386 4.468 3.505
O -1.397 5.121 3.725
C -2.399 3.008 3.248
H -3.731 6.108 3.698
H -4.430 4.670 4.229
H -4.041 4.855 2.417
H -2.590 2.408 4.138
H -1.399 2.752 2.898
H -3.140 2.699 2.510
C -0.348 4.541 -2.056
C -1.017 3.169 -2.158
O -0.571 2.125 -1.736
C -2.356 3.216 -2.795
H 0.431 4.418 -1.304
H -0.914 5.378 -1.646
H 0.037 4.851 -3.028
H -2.341 4.143 -3.368
H -3.042 3.344 -1.957
H -2.712 2.354 -3.359
C 2.759 -3.757 1.635
C 2.263 -5.118 1.422
O 2.413 -6.039 2.267
C 1.590 -5.307 0.067
H 3.829 -3.748 1.840
H 2.196 -3.309 2.454
H 2.665 -3.254 0.672
H 2.274 -5.771 -0.643
H 1.258 -4.401 -0.438
H 0.746 -5.986 0.192
C 1.626 1.064 -4.783
C 0.880 -0.077 -4.153
O 1.191 -0.470 -3.017
C -0.144 -0.893 -5.004
H 2.292 0.640 -5.534
H 2.254 1.510 -4.012
H 0.943 1.853 -5.098
H -0.344 -1.808 -4.446
H 0.211 -1.106 -6.012
H -1.041 -0.273 -5.007
C -2.158 -3.275 -2.284
C -2.816 -2.043 -2.816
O -3.580 -2.087 -3.772
C -2.490 -0.716 -2.224
H -2.691 -4.149 -2.657
H -2.307 -3.268 -1.204
H -1.117 -3.330 -2.603
H -3.022 -0.481 -1.302
H -2.837 0.038 -2.931
H -1.412 -0.691 -2.067
C 6.394 -0.637 3.207
C 5.079 -1.229 3.594
O 4.952 -2.469 3.740
C 3.915 -0.186 3.703
H 7.213 -1.356 3.246
H 6.509 0.310 3.732
H 6.246 -0.457 2.142
H 3.780 0.452 2.830
H 4.082 0.359 4.632
H 2.973 -0.676 3.947
*
```

Atomic partial charges in e from the natural (NBO) method, atoms 1 to 2: -0.26, -0.04

---

| no. | calculated total energy (Ha) |
| --- | --- |
| 1 | -5129.15879 |
| 2 | -426.50036 |
| 3 | -3997.03880 |